Entry 1:
Below is a single C10H18O2Si molecule at a distorted geometry, with properties calculated with the ωB97M-V functional and the def2-TZVPD basis.

Output
SMILES string	CCOC=C=C(C)C(=O)[Si](C)(C)C
frontier orbital gap	8.7	eV
E_HOMO	-8.204	eV
energy relative to the best compared isomer or geometry (same formula, charge and spin)	237.9	kJ/mol

ORCA input file:
```
! wB97M-V def2-TZVPD RIJCOSX def2/J DEFGRID3
* xyz 0 1
C 3.90 0.59 -1.63
C 3.36 0.87 -0.24
O 2.07 0.45 -0.25
C 1.11 1.28 -0.68
C -0.02 0.70 -0.99
C -1.17 0.18 -1.37
C -1.25 -0.12 -2.83
C -2.28 -0.35 -0.50
O -3.34 -0.65 -0.94
Si -1.61 -0.61 1.34
C -3.25 -1.07 2.20
C -0.99 1.02 1.94
C -0.16 -1.92 1.45
H 3.08 0.82 -2.28
H 4.85 1.08 -2.01
H 4.02 -0.48 -1.64
H 3.49 1.86 0.16
H 3.80 0.13 0.50
H 1.12 2.43 -0.78
H -1.94 0.54 -3.14
H -0.41 0.16 -3.42
H -1.51 -1.14 -3.07
H -3.00 -1.94 2.88
H -3.78 -0.49 3.11
H -3.96 -1.36 1.52
H -0.19 1.56 1.30
H -1.77 1.77 2.08
H -0.56 0.98 2.88
H -0.51 -2.90 1.90
H 0.33 -2.00 0.46
H 0.60 -1.41 2.06
*
```


Entry 2:
Below is 2 unconnected molecules or ions with the total composition C10H18OSi2 at a distorted geometry, with properties calculated with the ωB97M-V functional and the def2-TZVPD basis.

Output
frontier orbital gap (alpha / beta)	7.1 / 7.7	eV
E_HOMO (alpha / beta)	-7.123 / -8.027	eV
energy relative to the best compared isomer or geometry (same formula, charge and spin)	448.0	kJ/mol

ORCA input file:
```
! wB97M-V def2-TZVPD RIJCOSX def2/J DEFGRID3
* xyz 0 1
C -2.91 1.96 0.39
C -2.35 1.98 -0.88
C -2.75 0.78 1.18
C -1.56 0.92 -1.34
C -2.06 -0.32 0.69
C -1.47 -0.27 -0.60
C -0.64 -2.73 -0.63
C 2.47 -2.20 0.93
C -0.58 -1.28 -0.93
C 1.82 -0.84 0.69
O 1.91 1.72 -0.44
Si 1.03 2.89 0.31
Si 2.55 0.21 -0.52
H -3.50 2.92 0.70
H -2.32 2.89 -1.45
H -3.19 0.76 2.15
H -0.94 1.02 -2.18
H -1.94 -1.32 1.29
H 0.33 -3.06 -0.17
H -0.79 -3.19 -1.65
H -1.54 -2.77 0.10
H 3.54 -2.13 0.84
H 2.08 -2.98 0.29
H 2.16 -2.63 1.97
H 0.11 -1.10 -1.91
H 1.13 -0.53 1.53
H 1.33 3.80 -0.71
H 1.71 2.91 1.52
H -0.41 2.73 0.54
H 4.02 0.35 0.14
H 2.77 -0.48 -1.84
*
```


> Look up the energy relative to the best compared isomer or geometry (same formula, charge and spin) of the first one.

237.9 kJ/mol


> Which of these has the highest energy relative to the best compared isomer or geometry (same formula, charge and spin)?

C10H18OSi2


> Which value of energy relative to the best compared isomer or geometry (same formula, charge and spin) does entry 2 give?

448.0 kJ/mol